No. 1
{
  "formula": "C13H14N2OS2",
  "method": "wB97M-V/def2-TZVPD",
  "homo_ev": -8.398,
  "gap_ev": 8.67,
  "fmax_ev_per_a": 0.930,
  "lumo_ha": 0.0098,
  "total_charge": 0,
  "spin_multiplicity": 1,
  "symbols": ["C", "C", "C", "C", "C", "O", "N", "N", "C", "C", "C", "C", "S", "C", "C", "S", "C", "C", "H", "H", "H", "H", "H", "H", "H", "H", "H", "H", "H", "H", "H", "H"],
  "positions_angstrom": [[-2.408, -0.965, -2.655], [-1.248, -0.224, -1.988], [-1.681, 0.357, -0.677], [-1.935, -0.427, 0.494], [-1.765, -1.898, 0.579], [-2.687, -2.661, 0.788], [-0.514, -2.415, 0.348], [0.708, -1.864, 0.189], [1.017, -0.708, 0.630], [2.331, -0.167, 0.390], [2.736, 1.119, 0.851], [4.008, 1.421, 0.505], [4.753, 0.152, -0.392], [3.334, -0.795, -0.301], [-2.432, 0.310, 1.525], [-2.553, 1.974, 1.128], [-1.972, 1.674, -0.481], [-1.849, 2.803, -1.446], [-2.772, -1.763, -2.012], [-2.086, -1.398, -3.599], [-3.232, -0.282, -2.849], [-0.900, 0.577, -2.642], [-0.416, -0.916, -1.838], [-0.496, -3.424, 0.234], [0.337, -0.067, 1.191], [2.094, 1.775, 1.412], [4.565, 2.312, 0.718], [3.297, -1.765, -0.753], [-2.705, -0.033, 2.503], [-2.144, 3.735, -0.971], [-0.821, 2.900, -1.796], [-2.488, 2.638, -2.313]],
  "nbo_charge": [-0.5948, -0.4299, -0.0495, -0.1852, 0.6464, -0.5802, -0.4445, -0.2420, 0.0646, -0.1561, -0.2372, -0.4094, 0.4616, -0.3747, -0.3777, 0.4392, -0.1678, -0.6472, 0.2137, 0.2092, 0.2041, 0.2110, 0.2229, 0.4034, 0.1861, 0.2263, 0.2368, 0.2486, 0.2457, 0.2250, 0.2259, 0.2257]
}


No. 2
{
  "formula": "C20H41Cl8N3O6",
  "method": "wB97M-V/def2-TZVPD",
  "homo_ev": -9.162,
  "gap_ev": 9.29,
  "fmax_ev_per_a": 2.032,
  "lumo_ha": 0.0048,
  "total_charge": 0,
  "spin_multiplicity": 1,
  "symbols": ["O", "C", "O", "C", "C", "O", "H", "H", "H", "H", "C", "N", "C", "C", "O", "H", "H", "H", "H", "H", "H", "H", "C", "N", "C", "C", "O", "H", "H", "H", "H", "H", "H", "H", "C", "N", "C", "C", "O", "H", "H", "H", "H", "H", "H", "H", "Cl", "C", "C", "Cl", "H", "H", "H", "H", "Cl", "C", "C", "Cl", "H", "H", "H", "H", "Cl", "C", "C", "Cl", "H", "H", "H", "H", "Cl", "C", "C", "Cl", "H", "H", "H", "H"],
  "positions_angstrom": [[-1.665, -3.961, -0.979], [-1.397, -3.720, -2.115], [-0.334, -4.216, -2.798], [-0.343, -3.642, -4.104], [-1.191, -2.381, -3.923], [-2.041, -2.820, -2.850], [0.668, -3.431, -4.441], [-0.831, -4.279, -4.845], [-1.885, -2.194, -4.738], [-0.609, -1.495, -3.676], [1.117, -0.145, 4.348], [0.545, 0.230, 5.634], [0.453, -0.570, 6.717], [-0.135, 0.155, 7.939], [0.849, -1.710, 6.836], [2.067, 0.317, 4.093], [0.393, 0.155, 3.579], [1.098, -1.223, 4.193], [0.213, 1.178, 5.630], [0.619, 0.434, 8.673], [-0.832, -0.589, 8.326], [-0.621, 1.102, 7.696], [-4.735, -1.247, -1.375], [-4.996, -1.881, -2.671], [-4.590, -1.447, -3.869], [-5.190, -2.119, -5.119], [-3.814, -0.517, -4.066], [-4.019, -1.891, -0.868], [-5.621, -1.058, -0.767], [-4.329, -0.238, -1.442], [-5.194, -2.849, -2.481], [-5.674, -3.070, -4.870], [-4.339, -2.290, -5.770], [-5.985, -1.504, -5.531], [4.153, 1.201, 1.935], [3.547, 2.228, 1.107], [2.252, 2.556, 1.243], [1.726, 3.646, 0.304], [1.499, 1.995, 2.021], [5.192, 1.102, 1.618], [3.753, 0.210, 1.681], [4.035, 1.315, 3.007], [4.128, 2.571, 0.367], [1.052, 3.224, -0.432], [2.582, 4.143, -0.141], [1.155, 4.230, 1.027], [-0.675, -1.565, 0.453], [-0.439, 0.184, 0.585], [-1.670, 0.930, 0.120], [-3.145, 0.574, 1.062], [0.346, 0.448, -0.124], [-0.113, 0.448, 1.586], [-1.810, 0.674, -0.929], [-1.488, 1.998, 0.221], [-1.692, 4.577, 1.318], [-1.442, 4.425, 3.073], [-1.476, 2.959, 3.488], [-1.632, 2.877, 5.291], [-2.157, 5.037, 3.609], [-0.425, 4.792, 3.184], [-0.538, 2.473, 3.235], [-2.342, 2.436, 3.099], [1.968, -1.509, -1.444], [3.463, -2.339, -0.999], [3.463, -3.730, -1.571], [3.614, -3.696, -3.340], [3.497, -2.229, 0.081], [4.231, -1.773, -1.524], [2.612, -4.338, -1.274], [4.350, -4.255, -1.206], [1.116, 1.672, -2.531], [1.921, 1.534, -4.123], [3.346, 2.074, -4.134], [3.486, 3.654, -3.272], [1.276, 1.989, -4.871], [1.961, 0.482, -4.410], [3.670, 2.306, -5.143], [4.000, 1.382, -3.613]],
  "lowdin_charge": [0.1029, -0.6109, 0.0488, -0.1191, -0.0916, 0.0386, 0.1061, 0.1296, 0.1166, 0.1243, -0.0562, 0.0105, -0.5605, -0.0047, 0.0431, 0.0640, 0.0541, 0.0921, 0.0476, 0.0785, 0.0821, 0.0463, -0.0829, 0.0161, -0.5661, 0.0015, 0.0201, 0.0743, 0.0798, 0.0536, 0.1352, 0.0703, 0.0701, 0.0808, -0.0667, 0.0250, -0.5348, -0.0038, 0.0127, 0.0845, 0.0793, 0.0806, 0.1279, 0.0190, 0.0650, 0.0540, 0.6151, -0.6731, -0.6375, 0.5843, 0.0003, 0.0264, 0.0682, 0.0230, 0.5910, -0.6378, -0.6100, 0.5803, 0.0641, 0.0619, 0.0383, 0.0304, 0.5683, -0.6388, -0.6555, 0.5585, 0.0716, 0.0563, 0.0770, 0.0739, 0.5711, -0.6236, -0.6067, 0.5115, 0.0727, 0.0678, 0.0682, 0.0648]
}


No. 3
{
  "formula": "C2H8OS",
  "method": "wB97M-V/def2-TZVPD",
  "homo_ev": -9.123,
  "gap_ev": 9.94,
  "fmax_ev_per_a": 2.479,
  "lumo_ha": 0.0301,
  "total_charge": 0,
  "spin_multiplicity": 1,
  "symbols": ["C", "C", "S", "H", "H", "H", "H", "H", "H", "O", "H", "H"],
  "positions_angstrom": [[-0.162, -1.434, 0.251], [-0.363, -0.620, -1.040], [1.122, 0.253, -1.543], [0.844, -2.061, 0.216], [-0.118, -0.754, 1.166], [-1.053, -2.110, 0.399], [-1.133, 0.120, -0.838], [-0.731, -1.317, -1.843], [0.669, 0.418, -2.727], [0.028, 2.691, 1.811], [0.404, 1.829, 1.572], [0.492, 2.986, 2.577]],
  "nbo_charge": [-0.6206, -0.5358, -0.0241, 0.2164, 0.2021, 0.2227, 0.2116, 0.2149, 0.1128, -0.9374, 0.4698, 0.4675]
}


No. 4
{
  "formula": "C5H3FO",
  "method": "wB97M-V/def2-TZVPD",
  "homo_ev": -9.310,
  "gap_ev": 8.92,
  "fmax_ev_per_a": 3.702,
  "lumo_ha": -0.0143,
  "total_charge": 0,
  "spin_multiplicity": 1,
  "symbols": ["C", "C", "C", "C", "C", "O", "F", "H", "H", "H"],
  "positions_angstrom": [[-2.132, -0.990, 0.059], [0.066, -0.622, 0.000], [-1.232, 1.265, -0.019], [-1.177, 0.021, -0.579], [-1.041, -0.722, 1.009], [-3.126, -1.542, -0.207], [-2.338, 1.936, 0.088], [0.204, -1.500, -0.569], [0.877, -0.073, 0.283], [-0.485, 1.826, 0.464]],
  "nbo_charge": [0.5275, -0.4479, 0.3878, -0.2733, -0.0932, -0.4528, -0.2882, 0.2315, 0.2245, 0.1842]
}


No. 5
{
  "formula": "C10H3BF4InN2O6S5",
  "method": "wB97M-V/def2-TZVPD",
  "homo_ev": -5.434,
  "gap_ev": 6.45,
  "fmax_ev_per_a": 0.540,
  "lumo_ha": 0.0375,
  "total_charge": -1,
  "spin_multiplicity": 1,
  "symbols": ["In", "S", "C", "S", "C", "C", "S", "S", "S", "F", "B", "F", "F", "F", "O", "C", "O", "C", "C", "C", "C", "C", "C", "N", "O", "O", "N", "O", "O", "H", "H", "H"],
  "positions_angstrom": [[-0.037, 0.461, -0.194], [2.665, -4.712, -4.342], [2.062, -3.568, -3.321], [2.999, -2.273, -2.675], [1.763, -1.553, -1.668], [0.558, -2.164, -1.695], [-0.912, -1.716, -0.846], [0.441, -3.564, -2.738], [2.245, -0.120, -0.778], [-1.921, 1.735, -0.926], [-0.970, 2.828, -1.027], [-0.356, 2.838, 0.262], [-1.515, 3.989, -1.406], [0.024, 2.315, -1.898], [-0.354, 0.067, 4.006], [-0.858, 0.184, 2.908], [-0.203, 0.511, 1.847], [-2.375, 0.045, 2.812], [-3.057, -0.178, 4.006], [-4.429, -0.325, 3.988], [-5.177, -0.265, 2.826], [-4.470, -0.045, 1.663], [-3.095, 0.113, 1.629], [-5.219, 0.020, 0.392], [-6.429, 0.121, 0.463], [-4.579, -0.038, -0.634], [-5.140, -0.560, 5.261], [-6.347, -0.694, 5.210], [-4.475, -0.622, 6.273], [-2.497, -0.237, 4.928], [-6.250, -0.377, 2.829], [-2.638, 0.301, 0.670]],
  "nbo_charge": [1.5391, -0.1139, -0.5715, 0.4844, -0.4146, -0.4140, -0.2290, 0.4863, -0.2066, -0.5390, 1.3306, -0.5260, -0.5117, -0.5290, -0.6146, 0.7927, -0.8381, -0.1478, -0.1202, 0.0011, -0.1632, 0.0052, -0.0834, 0.5315, -0.3846, -0.3484, 0.5353, -0.3818, -0.3663, 0.2808, 0.2776, 0.2390]
}


No. 6
{
  "formula": "C19H28Br4N4O6Re",
  "method": "wB97M-V/def2-TZVPD",
  "s2": 3.761,
  "homo_ev": [-12.762, -12.928],
  "gap_ev": [7.75, 6.66],
  "fmax_ev_per_a": 0.557,
  "lumo_ha": [-0.1843, -0.2304],
  "total_charge": 2,
  "spin_multiplicity": 4,
  "symbols": ["Re", "C", "N", "C", "C", "O", "C", "O", "C", "C", "O", "N", "C", "C", "H", "H", "H", "H", "H", "H", "H", "H", "H", "H", "H", "H", "H", "H", "H", "H", "Br", "C", "C", "Br", "C", "Br", "C", "O", "C", "O", "C", "Br", "C", "N", "C", "C", "O", "N", "C", "C", "H", "H", "H", "H", "H", "H", "H", "H", "H", "H", "H", "H"],
  "positions_angstrom": [[-0.089, 0.387, -0.150], [2.718, -0.982, -4.541], [1.454, -0.493, -3.981], [0.337, -0.364, -4.926], [1.282, -0.271, -2.701], [0.173, 0.089, -2.224], [2.440, -0.500, -1.741], [2.053, -0.061, -0.424], [2.821, 1.005, 0.188], [2.023, 2.296, 0.052], [0.853, 2.204, -0.435], [2.534, 3.437, 0.418], [3.890, 3.558, 0.962], [1.748, 4.677, 0.332], [2.743, -0.715, -5.594], [2.787, -2.067, -4.454], [3.576, -0.518, -4.062], [0.592, 0.387, -5.671], [-0.562, -0.066, -4.398], [0.181, -1.321, -5.420], [3.340, 0.023, -2.057], [2.660, -1.567, -1.685], [3.801, 1.073, -0.280], [2.933, 0.749, 1.241], [4.196, 2.646, 1.468], [3.884, 4.359, 1.698], [4.598, 3.810, 0.173], [0.875, 4.522, -0.290], [2.379, 5.451, -0.098], [1.442, 4.971, 1.335], [-4.525, 3.147, 4.339], [-2.986, 2.440, 3.540], [-1.776, 2.397, 4.251], [-1.669, 3.070, 5.995], [-0.638, 1.844, 3.662], [1.034, 1.724, 4.517], [-0.730, 1.348, 2.379], [0.299, 0.757, 1.711], [-1.909, 1.451, 1.650], [-1.836, 0.994, 0.366], [-3.055, 1.966, 2.226], [-4.612, 2.012, 1.186], [-3.818, -3.415, 0.138], [-2.615, -2.827, -0.454], [-2.749, -2.413, -1.848], [-1.585, -2.402, 0.276], [-0.838, -1.480, -0.239], [-1.312, -2.932, 1.475], [-0.451, -2.221, 2.414], [-1.567, -4.340, 1.794], [-4.680, -2.891, -0.271], [-3.818, -3.279, 1.215], [-3.909, -4.474, -0.100], [-3.240, -3.213, -2.399], [-1.772, -2.229, -2.282], [-3.351, -1.506, -1.923], [-0.751, -1.182, 2.502], [0.601, -2.276, 2.121], [-0.566, -2.685, 3.390], [-1.882, -4.882, 0.909], [-2.321, -4.441, 2.573], [-0.635, -4.781, 2.151]],
  "nbo_charge": [1.9598, -0.4254, -0.3338, -0.4241, 0.6736, -0.6603, -0.1556, -0.5286, -0.1625, 0.6807, -0.6603, -0.3219, -0.4235, -0.4246, 0.2494, 0.2298, 0.2156, 0.2343, 0.2472, 0.2296, 0.2309, 0.2518, 0.2347, 0.2715, 0.2189, 0.2499, 0.2307, 0.2489, 0.2334, 0.2364, 0.1686, -0.1359, -0.1555, 0.1657, -0.1447, 0.1176, 0.1721, -0.7030, 0.2522, -0.6400, -0.1731, 0.1507, -0.4145, -0.3845, -0.4103, 0.8321, -0.7420, -0.4020, -0.4107, -0.4104, 0.2297, 0.2261, 0.2191, 0.2263, 0.2160, 0.2178, 0.2205, 0.2012, 0.2362, 0.2231, 0.2213, 0.2239]
}


No. 7
{
  "formula": "C6H10O",
  "method": "wB97M-V/def2-TZVPD",
  "homo_ev": -8.917,
  "gap_ev": 9.83,
  "fmax_ev_per_a": 1.759,
  "lumo_ha": 0.0336,
  "total_charge": 0,
  "spin_multiplicity": 1,
  "symbols": ["C", "C", "O", "C", "C", "C", "C", "H", "H", "H", "H", "H", "H", "H", "H", "H", "H"],
  "positions_angstrom": [[0.291, -0.607, 0.745], [-1.514, 0.962, 1.451], [-1.531, 1.542, 0.397], [-0.900, -0.590, -0.792], [0.207, -0.387, -1.762], [1.367, 0.033, -1.269], [1.439, 0.226, 0.211], [0.519, -1.672, 0.716], [0.237, -0.408, 1.858], [-1.946, -0.044, 1.643], [-1.076, 1.443, 2.339], [-1.364, -1.568, -0.720], [-1.738, 0.071, -1.156], [0.046, -0.450, -2.837], [2.228, 0.215, -1.893], [1.308, 1.291, 0.470], [2.427, -0.058, 0.600]],
  "nbo_charge": [-0.4091, 0.2814, -0.5348, -0.3823, -0.2269, -0.1847, -0.4824, 0.2023, 0.2113, 0.1220, 0.1127, 0.1974, 0.2436, 0.2142, 0.2037, 0.2147, 0.2169]
}


No. 8
{
  "formula": "CHNS4",
  "method": "wB97M-V/def2-TZVPD",
  "s2": 2.020,
  "homo_ev": [-5.836, -8.696],
  "gap_ev": [4.60, 5.31],
  "fmax_ev_per_a": 4.144,
  "lumo_ha": [-0.0454, -0.1245],
  "total_charge": 0,
  "spin_multiplicity": 3,
  "symbols": ["C", "N", "S", "S", "S", "S", "H"],
  "positions_angstrom": [[-1.221, 0.468, -0.054], [-2.702, -0.543, 0.229], [-0.706, 0.769, -1.585], [-3.790, -0.207, -1.024], [-3.963, 0.462, 0.874], [-0.648, 0.843, 1.440], [0.357, 1.676, 1.070]],
  "nbo_charge": [-0.4320, -0.6866, 0.0577, 0.3415, 0.4208, 0.1475, 0.1512]
}